{
  "formula": "C25H23BrN5O2SSeTi",
  "method": "wB97M-V/def2-TZVPD",
  "elements": ["Ti", "Br", "C", "C", "C", "C", "O", "C", "C", "N", "C", "C", "C", "C", "C", "C", "C", "C", "N", "C", "C", "H", "H", "H", "H", "H", "H", "H", "H", "H", "H", "C", "C", "S", "O", "C", "C", "H", "H", "H", "H", "H", "H", "H", "H", "H", "H", "Se", "N", "C", "C", "C", "C", "N", "C", "N", "H", "H", "H"],
  "coordinates": [[0.459, 0.141, 1.172], [6.909, 1.607, -1.686], [5.399, 1.329, -0.597], [5.541, 0.700, 0.644], [4.454, 0.493, 1.462], [3.174, 0.876, 1.048], [2.134, 0.658, 1.844], [3.032, 1.528, -0.202], [1.776, 2.106, -0.624], [0.662, 1.801, -0.059], [-0.561, 2.527, -0.143], [-0.947, 3.352, -1.157], [-2.174, 4.059, -1.082], [-2.975, 3.940, 0.012], [-2.599, 3.083, 1.082], [-3.382, 2.931, 2.251], [-2.971, 2.094, 3.245], [-1.775, 1.374, 3.059], [-1.020, 1.489, 1.993], [-1.409, 2.353, 0.993], [4.164, 1.760, -1.005], [6.524, 0.381, 0.965], [4.558, 0.015, 2.426], [1.825, 2.853, -1.418], [-0.314, 3.484, -2.026], [-2.456, 4.710, -1.899], [-3.904, 4.492, 0.088], [-4.304, 3.492, 2.345], [-3.539, 1.958, 4.153], [-1.436, 0.673, 3.813], [4.050, 2.280, -1.948], [-2.630, -4.062, -0.757], [-2.811, -2.580, -0.458], [-1.368, -1.645, -0.978], [-1.254, -0.522, 0.071], [-1.886, -0.762, -2.452], [-3.237, -0.074, -2.413], [-3.523, -4.603, -0.447], [-1.773, -4.468, -0.219], [-2.483, -4.249, -1.821], [-2.844, -2.377, 0.613], [-3.712, -2.166, -0.909], [-1.771, -1.456, -3.287], [-1.080, -0.027, -2.538], [-4.066, -0.780, -2.440], [-3.332, 0.566, -3.290], [-3.336, 0.555, -1.527], [0.210, -3.290, 3.175], [1.176, -4.395, 2.119], [1.606, -3.677, 1.078], [2.398, -4.106, 0.003], [2.733, -3.183, -0.989], [2.284, -1.876, -0.928], [1.504, -1.428, 0.076], [1.201, -2.297, 1.057], [0.448, -1.858, 2.069], [2.743, -5.130, -0.040], [3.354, -3.482, -1.821], [2.551, -1.163, -1.697]],
  "lowdin_spin": [0.95, 0.00, 0.00, 0.00, 0.00, 0.00, -0.01, 0.00, 0.02, 0.00, 0.00, 0.00, 0.00, 0.00, 0.00, 0.00, 0.00, 0.01, 0.01, 0.00, 0.00, 0.00, 0.00, 0.00, 0.00, 0.00, 0.00, 0.00, 0.00, 0.00, 0.00, 0.00, 0.00, 0.00, 0.00, 0.00, 0.00, 0.00, 0.00, 0.00, 0.00, 0.00, 0.00, 0.00, 0.00, 0.00, 0.00, 0.23, 0.28, 0.00, 0.14, 0.02, 0.15, 0.04, 0.00, 0.13, 0.01, 0.00, 0.01],
  "homo_energy_ev": [-8.62, -10.86],
  "energy_ha": -7613.73689,
  "e_lumo_ev": [-3.73, -3.71],
  "charge": 1,
  "spin_multiplicity": 3,
  "homo_lumo_gap_ha": [0.1797, 0.2628]
}



{
  "formula": "C25H23Cl5N7SV",
  "method": "wB97M-V/def2-TZVPD",
  "elements": ["V", "C", "N", "C", "C", "C", "C", "C", "C", "N", "C", "C", "C", "C", "C", "C", "N", "C", "C", "C", "C", "C", "N", "H", "H", "H", "H", "H", "H", "H", "H", "H", "H", "H", "H", "H", "H", "H", "H", "H", "H", "Cl", "C", "C", "C", "Cl", "C", "Cl", "C", "Cl", "C", "Cl", "N", "N", "C", "N", "S", "H", "H", "H", "H", "H"],
  "coordinates": [[0.073, 0.868, 0.203], [-0.118, -2.732, 0.353], [0.701, -1.496, 0.438], [1.100, -1.354, 1.868], [1.867, -0.098, 2.184], [2.806, -0.085, 3.199], [3.444, 1.100, 3.528], [3.131, 2.239, 2.803], [2.189, 2.164, 1.800], [1.536, 1.014, 1.487], [1.921, -1.710, -0.374], [1.746, -1.912, -1.876], [2.841, -2.393, -2.583], [2.751, -2.550, -3.954], [1.561, -2.233, -4.589], [0.519, -1.766, -3.811], [0.598, -1.597, -2.484], [-1.540, -2.609, 0.827], [-2.099, -3.589, 1.638], [-3.439, -3.497, 1.974], [-4.177, -2.422, 1.502], [-3.533, -1.489, 0.709], [-2.245, -1.579, 0.362], [0.392, -3.518, 0.920], [-0.165, -3.057, -0.677], [1.694, -2.217, 2.183], [0.184, -1.372, 2.460], [3.033, -1.004, 3.727], [4.173, 1.131, 4.330], [3.607, 3.189, 3.017], [1.922, 3.033, 1.214], [2.454, -2.589, 0.007], [2.578, -0.857, -0.212], [3.760, -2.631, -2.057], [3.597, -2.922, -4.520], [1.442, -2.353, -5.658], [-0.436, -1.513, -4.266], [-1.488, -4.406, 2.008], [-3.901, -4.251, 2.602], [-5.226, -2.308, 1.744], [-4.074, -0.620, 0.341], [-1.403, 0.798, 2.319], [-1.564, 2.433, 1.704], [-0.793, 2.685, 0.578], [-0.936, 3.995, 0.096], [-0.002, 4.566, -1.264], [-1.795, 4.932, 0.688], [-1.942, 6.518, 0.042], [-2.545, 4.589, 1.810], [-3.601, 5.723, 2.547], [-2.426, 3.312, 2.336], [-3.321, 2.831, 3.720], [-1.401, 0.612, -1.336], [-1.093, 1.332, -2.508], [0.187, 1.596, -2.798], [0.431, 2.060, -4.025], [1.428, 1.382, -1.663], [-1.334, -0.389, -1.515], [-2.337, 0.846, -1.040], [-1.774, 1.340, -3.245], [-0.310, 2.397, -4.620], [1.351, 2.431, -4.192]],
  "lowdin_spin": [1.02, 0.00, 0.00, 0.00, -0.02, 0.00, -0.03, 0.00, -0.02, 0.00, 0.00, 0.00, 0.00, 0.00, 0.00, 0.00, 0.00, 0.00, 0.00, 0.00, 0.00, 0.00, 0.00, 0.00, 0.00, 0.00, 0.00, 0.00, 0.00, 0.00, 0.00, 0.00, 0.00, 0.00, 0.00, 0.00, 0.00, 0.00, 0.00, 0.00, 0.00, 0.00, 0.01, 0.00, 0.01, 0.00, 0.00, 0.00, 0.01, 0.00, 0.00, 0.00, 0.01, 0.00, 0.00, 0.00, 0.00, 0.00, 0.00, 0.00, 0.00, 0.00],
  "homo_energy_ev": [-9.40, -8.52],
  "energy_ha": -4992.72878,
  "e_lumo_ev": [-2.17, -2.17],
  "charge": 1,
  "e_above_lowest_kcal_mol": 8.9,
  "spin_multiplicity": 2,
  "homo_lumo_gap_ha": [0.2654, 0.2331]
}



{
  "formula": "C25H23F4Si",
  "method": "wB97M-V/def2-TZVPD",
  "elements": ["F", "C", "C", "C", "F", "C", "C", "C", "C", "C", "C", "F", "C", "C", "F", "C", "C", "H", "H", "H", "H", "H", "H", "H", "C", "Si", "C", "C", "C", "C", "C", "C", "C", "C", "C", "C", "C", "H", "H", "H", "H", "H", "H", "H", "H", "H", "H", "H", "H", "H", "H", "H", "H"],
  "coordinates": [[-3.167, 4.028, -2.592], [-2.871, 2.695, -2.423], [-3.878, 1.756, -2.638], [-3.511, 0.416, -2.517], [-4.495, -0.540, -2.640], [-2.217, 0.011, -2.207], [-1.274, 0.998, -1.881], [0.052, 0.581, -1.240], [1.302, 0.965, -2.021], [2.313, -0.003, -2.179], [3.585, 0.435, -2.528], [4.621, -0.473, -2.552], [3.873, 1.775, -2.793], [2.794, 2.648, -2.827], [3.024, 3.978, -3.097], [1.494, 2.244, -2.540], [-1.589, 2.344, -2.015], [-4.883, 2.054, -2.917], [-1.962, -1.050, -2.149], [0.048, -0.520, -1.250], [2.121, -1.059, -1.963], [4.882, 2.106, -3.031], [0.670, 2.941, -2.676], [-0.874, 3.129, -1.744], [-3.256, -2.006, 2.190], [-1.401, -2.131, 2.152], [-0.777, -3.062, 3.641], [-0.734, -2.867, 0.585], [-0.696, -0.267, 2.169], [0.827, -0.201, 2.156], [1.274, 0.534, 1.064], [2.631, 0.795, 0.921], [3.549, 0.189, 1.800], [3.081, -0.576, 2.880], [1.710, -0.732, 3.097], [0.079, 1.013, 0.201], [-1.066, 0.443, 0.963], [-3.641, -1.386, 1.367], [-3.669, -3.020, 2.084], [-3.617, -1.588, 3.142], [0.318, -3.132, 3.667], [-1.119, -2.622, 4.589], [-1.180, -4.084, 3.581], [0.365, -2.814, 0.557], [-1.035, -3.925, 0.540], [-1.132, -2.349, -0.299], [-1.215, 0.020, 3.101], [2.983, 1.486, 0.155], [4.620, 0.342, 1.655], [3.796, -1.027, 3.578], [1.312, -1.238, 3.976], [0.038, 2.123, 0.242], [-2.099, 0.624, 0.664]],
  "nbo_charge": [-0.31, 0.43, -0.34, 0.44, -0.32, -0.32, 0.01, -0.25, 0.03, -0.29, 0.43, -0.32, -0.35, 0.44, -0.31, -0.31, -0.28, 0.27, 0.24, 0.23, 0.24, 0.27, 0.24, 0.23, -1.15, 1.74, -1.14, -1.15, -0.69, -0.07, 0.05, -0.20, -0.19, -0.18, -0.20, -0.37, 0.32, 0.25, 0.27, 0.26, 0.26, 0.26, 0.27, 0.26, 0.27, 0.23, 0.35, 0.23, 0.24, 0.24, 0.23, 0.31, 0.24],
  "homo_energy_ev": -12.15,
  "energy_ha": -1655.15275,
  "e_lumo_ev": -5.60,
  "charge": 1,
  "e_above_lowest_kcal_mol": 0.0,
  "spin_multiplicity": 1,
  "homo_lumo_gap_ha": 0.2410
}



{
  "formula": "C25H23F5N7O2S3SeTl",
  "method": "wB97M-V/def2-TZVPD",
  "elements": ["Tl", "S", "C", "C", "N", "C", "S", "C", "N", "C", "C", "C", "O", "C", "H", "H", "H", "H", "H", "H", "H", "H", "C", "C", "C", "C", "C", "C", "H", "H", "H", "H", "H", "C", "C", "C", "C", "N", "C", "N", "N", "N", "H", "H", "H", "H", "H", "H", "H", "H", "H", "H", "F", "C", "C", "F", "C", "F", "C", "Se", "C", "F", "C", "F", "O", "S", "N"],
  "coordinates": [[0.263, 0.189, 0.932], [-2.068, 0.445, 1.915], [-2.911, -0.991, 1.387], [-4.309, -0.979, 1.713], [-5.435, -0.940, 1.957], [-2.396, -2.064, 0.721], [-0.755, -2.269, 0.194], [-3.279, -3.157, 0.409], [-3.958, -4.052, 0.154], [1.288, -3.143, -2.851], [2.530, -3.591, -2.084], [2.559, -2.595, -0.926], [1.900, -1.412, -1.390], [1.381, -1.635, -2.698], [0.382, -3.502, -2.359], [1.273, -3.464, -3.893], [3.422, -3.485, -2.708], [2.476, -4.622, -1.735], [3.568, -2.333, -0.599], [2.010, -2.982, -0.064], [2.060, -1.201, -3.445], [0.416, -1.132, -2.767], [4.668, -1.354, 2.601], [4.577, -0.200, 1.833], [3.341, 0.240, 1.376], [2.189, -0.480, 1.675], [2.282, -1.631, 2.447], [3.519, -2.068, 2.912], [5.633, -1.692, 2.963], [5.470, 0.365, 1.593], [3.274, 1.136, 0.768], [1.389, -2.204, 2.673], [3.582, -2.967, 3.515], [-5.272, 1.742, -3.377], [-4.119, 1.917, -2.395], [-4.335, 1.106, -1.120], [-2.768, 1.616, -3.042], [-2.653, 0.249, -3.548], [-2.251, -0.864, -2.926], [-2.300, -1.862, -3.780], [-2.751, -1.330, -4.935], [-2.971, -0.069, -4.808], [-6.212, 2.047, -2.914], [-5.370, 0.699, -3.680], [-5.123, 2.335, -4.283], [-4.061, 2.974, -2.111], [-4.398, 0.036, -1.328], [-5.268, 1.393, -0.634], [-3.526, 1.271, -0.406], [-1.960, 1.734, -2.324], [-2.585, 2.264, -3.899], [-1.908, -0.907, -1.905], [3.337, 3.560, 6.359], [2.591, 3.668, 5.219], [2.727, 4.774, 4.291], [1.840, 5.711, 3.952], [3.013, 3.481, 3.705], [4.231, 3.142, 3.228], [1.771, 2.684, 3.383], [0.608, 3.006, 1.920], [1.688, 1.589, 4.336], [2.691, 0.781, 4.712], [1.383, 2.845, 4.990], [0.178, 3.204, 5.459], [2.421, 1.930, -1.411], [1.029, 1.875, -1.856], [-0.018, 1.165, -1.087]],
  "lowdin_charge": [0.38, 0.57, -0.76, -0.32, 0.14, -0.76, 0.62, -0.31, 0.13, -0.17, -0.17, -0.21, -0.22, -0.23, 0.09, 0.11, 0.11, 0.11, 0.12, 0.08, 0.12, 0.08, -0.11, -0.09, -0.13, -0.31, -0.15, -0.11, 0.09, 0.10, 0.08, 0.09, 0.09, -0.09, -0.41, -0.07, -0.12, -0.10, -0.17, 0.02, -0.07, 0.02, 0.07, 0.07, 0.07, 0.13, 0.08, 0.08, 0.05, 0.08, 0.12, 0.08, 0.07, -0.23, -0.04, 0.08, -0.30, 0.09, -0.61, 0.59, -0.10, 0.09, -0.26, 0.10, -0.56, 0.66, -0.48],
  "homo_energy_ev": [-2.53, -2.52],
  "energy_ha": -5767.82118,
  "e_lumo_ev": [3.19, 3.79],
  "charge": -2,
  "e_above_lowest_kcal_mol": 0.0,
  "spin_multiplicity": 1,
  "homo_lumo_gap_ha": [0.2102, 0.2321]
}



Q: Which formula does entry 4 have?
A: C25H23F5N7O2S3SeTl



Q: What is the formula in the fourth record?
A: C25H23F5N7O2S3SeTl